[1]
A 5-piece molecular cluster, C32H49N2O5S2 overall. Source: OMol25; level of theory: wB97M-V/def2-TZVPD.

CARTESIAN COORDINATES (ANGSTROEM)
S1 -0.249 -0.573 1.152
C1 -1.690 -1.242 0.844
S2 -2.750 -1.764 2.122
C2 -2.316 -0.780 3.567
C3 -2.883 0.658 3.410
C4 -1.984 1.719 4.043
C5 -0.886 2.260 3.125
C6 0.521 1.798 3.501
O1 1.132 2.745 4.352
C7 1.603 3.804 3.528
C8 0.419 4.366 2.732
N1 -0.847 3.769 3.209
N2 -2.246 -1.469 -0.424
C9 -1.351 -2.151 -1.342
C10 -1.709 -3.373 -1.722
C11 -0.938 -4.106 -2.532
C12 0.210 -3.600 -2.973
C13 0.586 -2.376 -2.620
C14 -0.189 -1.666 -1.803
C15 -2.958 -0.333 -0.956
C16 -2.626 0.289 -2.092
C17 -3.319 1.324 -2.558
C18 -4.396 1.760 -1.904
C19 -4.738 1.133 -0.766
C20 -4.045 0.111 -0.294
H1 -2.855 -1.250 4.372
H2 -1.253 -0.778 3.742
H3 -3.829 0.704 3.921
H4 -3.037 0.820 2.353
H5 -2.605 2.547 4.376
H6 -1.481 1.271 4.887
H7 -1.118 1.978 2.106
H8 0.490 0.808 3.919
H9 1.086 1.702 2.576
H10 2.366 3.438 2.863
H11 2.026 4.539 4.193
H12 0.400 5.438 2.865
H13 0.571 4.181 1.682
H14 -0.971 3.984 4.198
H15 -1.595 4.177 2.656
H16 -2.625 -3.780 -1.336
H17 -1.260 -5.095 -2.786
H18 0.813 -4.219 -3.606
H19 1.509 -1.981 -2.988
H20 0.144 -0.690 -1.513
H21 -1.786 -0.041 -2.673
H22 -3.008 1.805 -3.463
H23 -4.971 2.573 -2.295
H24 -5.619 1.455 -0.243
H25 -4.396 -0.349 0.606
C21 5.442 0.737 -0.263
C22 4.061 0.472 0.275
O2 3.333 1.375 0.628
C23 3.617 -0.960 0.357
H26 5.631 1.808 -0.268
H27 6.187 0.248 0.366
H28 5.523 0.358 -1.283
H29 4.282 -1.523 1.014
H30 3.618 -1.407 -0.639
H31 2.608 -0.997 0.760
C24 2.453 8.750 6.751
C25 1.374 7.952 6.065
O3 0.826 8.344 5.060
C26 0.996 6.625 6.682
H32 2.621 9.673 6.203
H33 2.148 8.993 7.769
H34 3.382 8.178 6.777
H35 0.625 6.768 7.697
H36 1.865 5.965 6.698
H37 0.211 6.170 6.081
C27 3.940 -2.803 -6.052
C28 3.963 -3.209 -4.600
O4 3.654 -2.435 -3.721
C29 4.389 -4.623 -4.290
H38 3.618 -1.768 -6.134
H39 4.938 -2.899 -6.483
H40 3.244 -3.436 -6.605
H41 5.405 -4.794 -4.647
H42 3.711 -5.330 -4.770
H43 4.361 -4.781 -3.215
C30 -2.955 -7.980 -6.123
C31 -2.554 -6.549 -5.855
O5 -1.426 -6.258 -5.531
C32 -3.626 -5.497 -6.010
H44 -2.096 -8.629 -5.977
H45 -3.748 -8.281 -5.437
H46 -3.306 -8.084 -7.151
H47 -4.447 -5.694 -5.319
H48 -4.005 -5.497 -7.033
H49 -3.206 -4.518 -5.789

Net charge: +1
Energy relative to the best compared isomer or geometry (same formula, charge and spin) in kcal/mol: 0.0
LUMO level in eV: -2.576

[2]
A 3-piece molecular cluster, C32H50BrClN2O6S overall. Source: OMol25; level of theory: wB97M-V/def2-TZVPD.

CARTESIAN COORDINATES (ANGSTROEM)
C1 2.088 0.914 2.163
C2 0.850 -0.085 1.991
C3 -0.496 0.411 2.751
Br1 -0.151 1.696 4.214
C4 -1.541 0.899 1.656
C5 -1.043 2.090 0.718
C6 -2.131 2.264 -0.446
C7 -1.572 3.436 -1.397
C8 -0.178 3.081 -2.096
C9 -0.001 1.555 -2.519
C10 1.183 1.401 -3.593
C11 2.365 0.416 -3.096
C12 3.701 1.310 -2.948
C13 5.018 0.411 -2.974
C14 5.058 -0.697 -1.794
C15 4.868 -2.119 -2.501
C16 4.473 -3.294 -1.503
O1 3.236 -3.042 -0.804
C17 3.458 -2.704 0.587
C18 -3.609 2.601 0.063
Cl1 -3.748 4.358 0.657
C19 -4.558 2.540 -1.255
C20 -5.673 1.407 -1.169
O2 -5.141 0.067 -1.296
C21 -6.136 -0.909 -1.174
C22 -5.726 -2.413 -1.546
O3 -7.289 -0.728 -0.768
O4 -4.172 1.649 0.989
S1 -3.192 1.377 2.315
O5 -3.158 2.565 3.235
O6 -3.737 0.222 3.124
H1 1.794 2.015 2.108
H2 2.791 0.749 1.271
H3 2.620 0.680 3.145
H4 1.117 -1.159 2.286
H5 0.646 -0.138 0.862
H6 -0.931 -0.542 3.214
H7 -1.721 0.001 0.963
H8 0.002 1.895 0.334
H9 -1.013 3.044 1.333
H10 -2.211 1.261 -0.999
H11 -2.308 3.727 -2.217
H12 -1.396 4.400 -0.800
H13 -0.099 3.754 -3.019
H14 0.662 3.428 -1.398
H15 0.364 1.004 -1.581
H16 -0.991 1.108 -2.883
H17 0.770 0.983 -4.568
H18 1.616 2.429 -3.850
H19 2.517 -0.467 -3.788
H20 2.164 -0.004 -2.051
H21 3.741 1.974 -3.874
H22 3.596 1.951 -2.015
H23 5.060 -0.147 -3.973
H24 5.910 1.103 -2.885
H25 6.128 -0.674 -1.387
H26 4.305 -0.492 -0.973
H27 5.866 -2.379 -2.986
H28 4.114 -2.040 -3.362
H29 4.332 -4.231 -2.151
H30 5.353 -3.516 -0.824
H31 2.846 -1.760 0.818
H32 4.531 -2.450 0.842
H33 3.022 -3.553 1.208
H34 -3.924 2.316 -2.178
H35 -5.057 3.541 -1.464
H36 -6.365 1.534 -0.266
H37 -6.359 1.568 -2.076
H38 -6.675 -3.048 -1.588
H39 -5.067 -2.858 -0.726
H40 -5.258 -2.457 -2.575
C23 0.976 -5.184 -3.720
C24 -0.020 -5.218 -4.685
C25 -0.688 -4.039 -4.978
N1 -0.430 -2.866 -4.381
C26 0.536 -2.862 -3.451
C27 1.264 -3.983 -3.088
H41 1.523 -6.085 -3.463
H42 -0.272 -6.137 -5.198
H43 -1.472 -4.014 -5.727
H44 0.722 -1.901 -2.982
H45 2.035 -3.919 -2.331
C28 -0.489 1.268 7.601
C29 -0.994 2.242 8.450
C30 -0.787 2.094 9.813
N2 -0.130 1.062 10.361
C31 0.345 0.133 9.519
C32 0.196 0.190 8.143
H46 -0.629 1.348 6.527
H47 -1.534 3.096 8.063
H48 -1.160 2.831 10.517
H49 0.870 -0.692 9.990
H50 0.604 -0.588 7.510

Net charge: 0
SMILES string: CC[C@@H](Br)[C@@H]1C[C@H](CCCCCCCCCCOC)[C@@](Cl)(CCOC(C)=O)OS1(=O)=O.c1ccncc1.c1ccncc1
LUMO level in eV: 0.271

[3]
A 11-piece molecular cluster, C32H50BrN13OP overall. Source: OMol25; level of theory: wB97M-V/def2-TZVPD.

CARTESIAN COORDINATES (ANGSTROEM)
C1 1.832 -1.251 -1.203
C2 0.781 -0.716 -1.585
C3 -0.483 0.022 -2.122
C4 -1.809 -0.705 -1.651
C5 -2.514 -0.064 -0.394
N1 -1.775 -0.199 0.880
C6 -0.627 0.467 1.386
C7 0.198 1.584 0.661
C8 0.527 2.707 1.770
C9 0.455 4.124 1.055
N2 1.581 4.383 0.109
C10 -0.254 0.034 2.752
N3 -1.286 -0.934 3.019
P1 -1.274 -1.707 4.620
O1 0.116 -1.113 5.387
Br1 -1.005 -3.960 4.403
C11 -2.141 -1.056 1.938
C12 -3.346 -2.036 2.043
H1 2.730 -1.898 -1.147
H2 -0.438 -0.093 -3.250
H3 -0.472 1.126 -1.928
H4 -1.617 -1.816 -1.553
H5 -2.551 -0.618 -2.505
H6 -2.774 1.013 -0.579
H7 -3.503 -0.602 -0.256
H8 -0.470 2.087 -0.088
H9 1.154 1.176 0.238
H10 1.521 2.507 2.284
H11 -0.295 2.710 2.555
H12 -0.552 4.204 0.534
H13 0.482 4.899 1.880
H14 1.693 3.552 -0.478
H15 2.395 4.485 0.724
H16 0.587 0.400 3.381
H17 -0.002 -0.166 5.608
H18 -3.430 -2.522 3.060
H19 -3.306 -2.859 1.267
H20 -4.291 -1.445 1.831
C13 -7.604 -3.113 2.610
C14 -7.445 -2.006 1.629
N4 -7.320 -1.143 0.865
H21 -6.983 -3.959 2.318
H22 -7.303 -2.774 3.602
H23 -8.642 -3.431 2.642
C15 -9.578 -4.783 5.862
C16 -9.490 -5.134 4.420
N5 -9.423 -5.406 3.296
H24 -10.296 -5.435 6.358
H25 -8.602 -4.904 6.332
H26 -9.901 -3.747 5.972
C17 3.541 -3.060 -4.540
C18 3.183 -1.627 -4.719
N6 2.905 -0.512 -4.860
H27 4.493 -3.141 -4.014
H28 2.771 -3.564 -3.960
H29 3.628 -3.544 -5.509
C19 -0.235 -5.026 -4.806
C20 1.189 -5.308 -5.125
N7 2.298 -5.529 -5.372
H30 -0.805 -4.907 -5.727
H31 -0.655 -5.853 -4.230
H32 -0.309 -4.108 -4.221
C21 6.054 3.333 1.357
C22 4.634 3.204 1.776
N8 3.527 3.104 2.103
H33 6.677 3.566 2.220
H34 6.396 2.398 0.914
H35 6.152 4.132 0.622
C23 -3.114 6.931 1.314
C24 -3.299 5.498 0.966
N9 -3.457 4.375 0.693
H36 -4.016 7.317 1.787
H37 -2.276 7.039 2.002
H38 -2.910 7.507 0.411
C25 -1.278 -7.017 -0.543
C26 -1.228 -7.371 -1.986
N10 -1.188 -7.647 -3.109
H39 -1.960 -7.689 -0.021
H40 -0.284 -7.107 -0.106
H41 -1.628 -5.992 -0.426
C27 -6.183 0.110 -2.575
C28 -5.418 -1.091 -3.004
N11 -4.830 -2.042 -3.346
H42 -5.957 0.947 -3.235
H43 -7.252 -0.099 -2.617
H44 -5.913 0.377 -1.553
C29 9.765 4.045 -0.971
C30 9.401 3.936 0.467
N12 9.118 3.854 1.587
H45 10.426 3.225 -1.249
H46 8.866 4.001 -1.585
H47 10.275 4.988 -1.153
C31 12.680 6.894 -2.250
C32 12.466 5.464 -2.599
N13 12.299 4.352 -2.871
H48 11.781 7.302 -1.789
H49 13.511 6.983 -1.551
H50 12.909 7.464 -3.150

Net charge: +1
LUMO level in eV: -3.228

Frontier orbital gap for the records above, in order: 8.006, 9.741, 7.719 eV
Calculated total energy for the records above, in order: -68858.92470, -142655.12116, -134733.24210 eV
HOMO level for the records above, in order: -10.58, -9.47, -10.95 eV